Entry from the Open Molecules 2025 dataset: C6H12O in the gas phase (ωB97M-V/def2-TZVPD).

Properties
structure (SMILES)	C[C@H](O)[C@@H]1C[C@H]1C
HOMO-LUMO gap	11.11	eV
calculated total energy	-8463.3380	eV
2S+1	1
energy relative to the best compared isomer or geometry (same formula, charge and spin)	98.02	kJ/mol

Each atom is followed by the atoms it is bonded to, with distances in Å.
Atoms and positions in Å:
1 C -0.4563 1.1541 -0.3464  C2 1.505, C4 1.512, H8 1.088, H10 1.087
2 C 0.5334 0.2524 -1.0328  C1 1.505, C3 1.513, C4 1.500, H11 1.089
3 C 1.6624 0.8832 -1.8171  C2 1.513, H12 1.096, H13 1.096, H14 1.095
4 C 0.5259 0.3393 0.4644  C1 1.512, C2 1.500, C6 1.517, H15 1.090
5 O -0.6223 -0.0398 2.5193  C6 1.424, H9 0.969
6 C -0.0037 -0.7085 1.4253  C4 1.517, O5 1.424, C7 1.526, H16 1.096
7 C -0.9607 -1.7400 0.8355  C6 1.526, H17 1.096, H18 1.094, H19 1.096
8 H -1.5032 0.8576 -0.3499  C1 1.088
9 H -1.0651 0.7331 2.1369  O5 0.969
10 H -0.2926 2.2272 -0.4061  C1 1.087
11 H 0.1150 -0.6518 -1.4733  C2 1.089
12 H 2.0308 1.7767 -1.3002  C3 1.096
13 H 1.3235 1.1958 -2.8112  C3 1.096
14 H 2.5097 0.2021 -1.9504  C3 1.095
15 H 1.3392 0.9212 0.8979  C4 1.090
16 H 0.8497 -1.2371 1.8641  C6 1.096
17 H -1.8433 -1.2615 0.3951  C7 1.096
18 H -1.3077 -2.3895 1.6442  C7 1.094
19 H -0.4854 -2.3660 0.0720  C7 1.096

These are the Mulliken partial charges, in e, on atoms 1 to 6: number 1, C, carries -0.8420; number 2, C, carries 0.3582; number 3, C, carries -1.4749; number 4, C, carries -0.1501; number 5, O, carries -0.5609; number 6, C, carries 0.1457